# 1
The following is a quantum chemistry calculation of a molecular structure, C33H41N5P2Pt, from OMol25.

Properties
LUMO level in hartree: -0.18859
Charge: +2
HOMO-LUMO gap in eV: 9.1
E_HOMO in Ha: -0.5224

Element x y z (Å)
Pt: 0.824253 0.156064 -0.315652
C: -2.672781 2.219825 1.296492
N: -1.510398 1.500816 0.773412
P: 0.073538 1.470551 1.352555
C: 0.629450 3.138847 1.671911
C: 0.474461 4.072315 0.642503
C: 0.926514 5.368179 0.811390
C: 1.550856 5.734060 1.999145
C: 1.722210 4.807069 3.015975
C: 1.262529 3.507472 2.857747
C: 0.115348 0.549751 2.905903
C: 0.718418 -0.705819 2.988022
C: 0.667204 -1.431525 4.168238
C: 0.002212 -0.916316 5.271428
C: -0.606210 0.330386 5.200372
C: -0.545642 1.063147 4.027103
P: -1.414503 0.457261 -0.560251
C: -1.882988 1.377151 -2.025218
C: -3.172218 1.318843 -2.552097
C: -3.508499 2.116541 -3.636261
C: -2.565700 2.966059 -4.196115
C: -1.276399 3.022677 -3.678624
C: -0.934289 2.229979 -2.597596
C: -2.579847 -0.884389 -0.344900
C: -3.148579 -1.127295 0.903328
C: -4.035700 -2.182516 1.064987
C: -4.355075 -2.989852 -0.015997
C: -3.776779 -2.758031 -1.260081
C: -2.883182 -1.715176 -1.425268
H: -2.733732 2.111788 2.379036
H: -3.579508 1.798807 0.864550
H: -2.621961 3.277997 1.040368
H: -0.009314 3.788009 -0.285935
H: 0.793931 6.094691 0.021197
H: 1.904760 6.747916 2.130239
H: 2.210831 5.095284 3.936696
H: 1.403195 2.790221 3.655171
H: 1.238930 -1.112763 2.128645
H: 1.146369 -2.399517 4.228827
H: -0.039211 -1.484538 6.191070
H: -1.120912 0.733525 6.061986
H: -1.007086 2.043130 3.991150
H: -3.916513 0.664209 -2.117607
H: -4.509837 2.074023 -4.042702
H: -2.833336 3.583826 -5.042861
H: -0.541048 3.678406 -4.125192
H: 0.078334 2.252852 -2.206904
H: -2.898968 -0.502460 1.752396
H: -4.483983 -2.365291 2.032096
H: -5.058393 -3.802487 0.107959
H: -4.027830 -3.391517 -2.100661
H: -2.435174 -1.538446 -2.395349
C: 3.872786 0.088896 -2.225779
C: 3.927027 0.325360 -0.756787
N: 2.916752 0.355088 0.104786
C: 3.451292 0.662241 1.344605
C: 4.791724 0.799952 1.229098
N: 5.070267 0.583382 -0.099199
H: 2.893061 0.357014 -2.616609
H: 4.095807 -0.950562 -2.475946
H: 4.607812 0.710446 -2.735364
H: 2.841724 0.760104 2.225535
H: 5.553234 1.030216 1.952139
H: 5.981882 0.637533 -0.525639
C: 2.033759 -4.412708 -1.345480
C: 0.642514 -3.946720 -1.781118
C: -0.419910 -4.884295 -1.218733
C: 0.542159 -3.886822 -3.301447
N: 0.294527 -2.607108 -1.234736
N: 1.326804 -1.626246 -1.409287
H: 2.174937 -5.460027 -1.609972
H: 2.157106 -4.331168 -0.261257
H: 2.837872 -3.858406 -1.837749
H: -0.327125 -5.871425 -1.669482
H: -1.418228 -4.499554 -1.425908
H: -0.309228 -5.000267 -0.137385
H: 0.797302 -4.854369 -3.732829
H: 1.233982 -3.160424 -3.738600
H: -0.471451 -3.627198 -3.608977
H: 0.148025 -2.688081 -0.232307
H: 1.482307 -1.533029 -2.409449
H: 2.213530 -1.945561 -1.012749

Cartesian forces, eV/Å:
0.34 0.20 0.71
0.00 0.04 -0.07
0.02 -0.16 -0.04
-0.11 -0.17 -0.01
0.01 0.01 -0.16
-0.06 0.03 0.01
0.00 0.00 0.01
-0.01 0.01 -0.01
-0.01 -0.01 -0.01
0.06 -0.02 -0.02
-0.08 0.15 0.06
-0.03 0.03 -0.05
0.01 -0.01 0.01
0.00 0.01 0.00
0.01 -0.03 0.01
-0.04 0.06 -0.03
0.22 -0.03 0.01
0.05 -0.06 -0.08
-0.04 0.09 0.05
-0.01 0.00 0.00
0.01 0.00 0.00
-0.02 0.01 -0.01
0.02 -0.08 -0.06
0.01 0.03 0.06
0.05 -0.06 0.05
0.00 0.03 0.01
0.02 -0.01 -0.04
-0.02 -0.04 0.05
-0.05 0.05 -0.05
-0.01 -0.02 0.00
0.00 0.01 -0.01
0.01 0.00 0.01
-0.02 -0.01 0.02
0.00 0.00 0.00
0.00 0.00 0.00
-0.01 0.00 0.00
0.00 0.00 0.00
-0.03 -0.03 0.00
0.00 0.00 -0.01
0.00 0.00 0.00
0.00 0.00 0.00
0.01 0.00 0.00
0.01 0.00 0.00
0.00 0.00 0.00
0.00 0.00 0.00
0.00 0.00 0.00
-0.02 0.02 0.02
0.00 0.01 0.00
0.00 0.00 0.00
0.00 0.00 0.00
0.00 0.00 0.00
0.01 0.00 0.01
-0.02 0.00 0.01
0.05 0.07 0.00
-0.12 -0.07 -0.11
0.02 -0.03 0.07
0.00 0.00 -0.04
-0.01 0.03 0.02
-0.01 0.00 0.00
-0.01 0.00 0.00
0.00 -0.01 0.00
0.02 -0.03 -0.01
0.00 0.00 0.00
0.00 -0.01 0.00
0.01 0.01 0.01
0.03 -0.05 0.02
0.01 0.01 0.02
-0.03 0.01 -0.01
0.04 -0.16 -0.13
-0.11 0.10 -0.15
0.00 0.01 -0.01
0.00 -0.01 0.00
0.00 -0.01 0.00
0.00 0.00 0.00
-0.02 0.00 -0.01
-0.01 0.01 0.00
-0.01 0.00 0.00
0.01 -0.01 0.00
0.02 0.01 0.00
-0.06 0.06 0.00
-0.14 0.07 -0.03
0.02 -0.08 -0.08

# 2
The following is a quantum chemistry calculation of a molecular structure, C32H47N11O2Sr, from OMol25.

Properties
LUMO level (spin up / spin down) in hartree: -0.05040 / -0.05286
Charge: 0
HOMO-LUMO gap (spin up / spin down) in eV: 5.9 / 5.7
E_HOMO (spin up / spin down) in Ha: -0.2676 / -0.2641

Element x y z (Å)
Sr: 2.058944 -1.187221 -0.684005
C: -3.411602 3.704655 -1.167077
C: -2.097764 4.241330 -1.741052
C: -1.663956 5.461121 -0.911629
C: -2.353255 4.676691 -3.193118
C: -0.994194 3.190171 -1.716127
C: -1.106502 2.016300 -1.048307
C: -0.039093 1.062552 -1.073381
N: 0.099969 -0.018067 -0.303650
C: -0.696246 -0.626357 0.590710
C: -2.114803 -0.523977 0.689160
C: -2.802289 -1.184213 1.651526
C: -2.053235 -1.975621 2.587829
C: -0.708983 -2.192932 2.547531
C: 0.045134 -1.549372 1.474963
O: 1.284803 -1.715859 1.285805
C: -0.101213 -3.082640 3.661388
C: -0.358560 -2.390455 5.011671
C: -0.791992 -4.457458 3.655899
C: 1.409795 -3.356120 3.572013
C: -4.317240 -1.088640 1.795690
C: -4.644544 -0.376322 3.118096
C: -4.951228 -2.488163 1.801646
C: -4.946761 -0.295524 0.647617
C: 1.136569 1.297999 -1.951179
O: 1.867211 0.321738 -2.265250
C: 1.339547 2.666210 -2.412125
C: 0.268584 3.498396 -2.337478
C: 2.669632 3.227181 -2.956782
C: 3.057131 4.432130 -2.082948
C: 2.475196 3.688966 -4.407229
C: 3.852658 2.249137 -2.925463
H: -4.195539 4.457637 -1.284921
H: -3.325906 3.482281 -0.098753
H: -3.731216 2.797122 -1.690184
H: -2.442210 6.231131 -0.939411
H: -0.738181 5.900723 -1.297653
H: -1.495263 5.176531 0.130483
H: -3.184461 5.388151 -3.225957
H: -2.613680 3.815299 -3.815634
H: -1.479313 5.164428 -3.634691
H: -1.964056 1.822379 -0.425316
H: -2.639986 0.040447 -0.068023
H: -2.615038 -2.439802 3.394188
H: -1.426711 -2.249332 5.202821
H: 0.123885 -1.409125 5.030786
H: 0.056891 -2.992243 5.826287
H: -1.882991 -4.383800 3.696322
H: -0.457342 -5.041694 4.518826
H: -0.508634 -5.008616 2.751382
H: 1.998256 -2.442568 3.644383
H: 1.679405 -3.851251 2.640963
H: 1.683777 -4.011052 4.406968
H: -4.271622 -0.935065 3.981886
H: -5.728863 -0.269692 3.226408
H: -4.197358 0.621803 3.137604
H: -4.565903 -3.113259 2.613106
H: -4.753609 -2.998479 0.854939
H: -6.035832 -2.402490 1.929497
H: -4.597469 0.743621 0.635884
H: -6.032844 -0.276903 0.772996
H: -4.725472 -0.756425 -0.320832
H: 0.383118 4.500417 -2.740912
H: 2.319802 5.238077 -2.143434
H: 4.023344 4.830435 -2.408586
H: 3.148630 4.130137 -1.035225
H: 1.699574 4.456120 -4.490491
H: 2.189998 2.844750 -5.042054
H: 3.409502 4.107549 -4.793748
H: 4.049660 1.880315 -1.916859
H: 4.744802 2.778584 -3.274735
H: 3.688069 1.389071 -3.569393
N: 4.645884 -3.460882 -1.649055
C: 3.622604 -2.920961 -1.472762
N: 7.146128 -2.336439 -0.717855
C: 7.450601 -1.322942 0.091741
N: 8.737606 -1.193729 0.484870
N: 6.619120 -0.411516 0.542394
C: 5.329019 -0.365207 0.317209
N: 4.184769 -0.166338 0.228738
H: 7.839277 -3.030644 -0.928182
H: 6.178900 -2.599748 -0.938376
H: 9.458066 -1.781801 0.118080
H: 8.988006 -0.387994 1.024955
N: -2.489988 -4.953496 0.303517
N: -1.964650 -4.041172 -0.595288
N: -2.720017 -3.384987 -1.442544
C: -1.811317 -2.610262 -2.027637
N: -0.574313 -2.806560 -1.541131
N: -0.692037 -3.742322 -0.611973
H: -3.166234 -5.531467 -0.168602
H: -1.729872 -5.477865 0.708164
H: -2.052524 -1.914471 -2.819909

Cartesian forces, eV/Å:
2.71 -2.06 -0.64
0.01 -0.04 0.01
-0.01 0.07 0.01
0.03 0.04 -0.04
0.00 0.00 -0.04
0.09 0.12 -0.04
0.13 -0.13 0.06
-0.10 -0.11 0.12
-1.86 1.16 0.27
0.14 0.04 0.14
0.21 0.21 -0.22
-0.02 -0.17 0.16
-0.15 0.14 -0.06
0.17 -0.09 -0.02
-0.08 0.07 0.14
-1.56 -0.42 2.30
0.06 0.03 -0.04
-0.03 0.02 0.01
-0.03 -0.01 -0.06
-0.10 0.12 -0.09
-0.06 -0.03 0.02
-0.02 0.02 0.01
0.02 -0.05 0.00
0.01 0.06 0.02
-0.29 0.07 -0.16
-0.61 2.21 -1.28
0.22 -0.09 -0.03
-0.18 0.04 0.07
-0.02 -0.10 -0.05
0.02 0.05 0.04
-0.04 -0.02 -0.07
-0.11 -0.04 0.07
0.06 -0.05 0.02
-0.01 0.00 -0.09
0.01 0.09 0.06
0.08 -0.06 0.00
-0.11 -0.04 0.05
-0.01 0.03 -0.07
0.08 -0.05 -0.01
0.01 0.08 0.04
-0.10 -0.06 0.03
-0.02 -0.03 -0.06
0.04 -0.01 0.07
0.03 0.03 -0.12
0.11 -0.01 0.00
-0.05 -0.06 0.02
-0.04 0.04 -0.06
0.13 -0.04 -0.01
-0.02 0.04 -0.07
-0.08 0.05 0.09
-0.02 -0.01 -0.02
0.01 0.01 -0.01
-0.03 0.07 -0.08
-0.03 0.06 -0.08
0.09 -0.02 0.02
-0.03 -0.07 0.02
-0.03 0.07 -0.10
-0.01 0.00 0.07
0.11 -0.02 -0.01
-0.04 -0.12 -0.03
0.07 0.00 -0.02
-0.03 0.06 0.08
-0.03 -0.09 0.04
0.08 -0.06 0.02
-0.10 -0.01 0.01
0.00 0.04 -0.08
0.07 -0.06 -0.01
0.03 0.08 0.04
-0.07 -0.02 0.02
-0.01 -0.01 -0.03
-0.07 -0.02 0.04
0.00 -0.02 0.00
-0.69 0.49 0.22
1.69 -1.69 -0.73
-0.13 -0.01 0.11
-0.26 -0.05 -0.15
0.04 -0.01 0.05
-0.28 0.25 0.15
0.12 0.08 0.08
0.74 0.01 0.05
0.04 -0.05 -0.02
-0.08 -0.02 -0.16
0.07 -0.04 -0.05
-0.03 0.06 0.01
-0.16 0.54 0.20
0.20 -0.20 0.10
0.21 -0.01 0.13
0.30 0.05 -0.13
-0.18 -0.12 0.15
-0.46 0.21 -0.39
0.00 -0.19 -0.19
0.16 -0.11 -0.05
0.08 -0.11 0.17

# 3
The following is a quantum chemistry calculation of 9 unconnected molecules or ions with the total composition H18O9, from OMol25.

Properties
LUMO level in hartree: -0.01383
Charge: 0
HOMO-LUMO gap in eV: 10.2
Structure (SMILES): O.O.O.O.O.O.O.O.O
E_HOMO in Ha: -0.3874

Element x y z (Å)
O: 5.285054 -15.838402 38.376946
H: 4.580038 -16.474204 38.464081
H: 5.051265 -15.116817 38.967448
O: 2.299702 -15.588136 36.060990
H: 1.889735 -15.125789 35.308890
H: 2.359003 -14.903944 36.719244
O: 3.123400 -13.417313 37.830559
H: 2.659482 -12.651916 38.173670
H: 2.845531 -14.139489 38.345481
O: -0.193543 -14.375489 39.571188
H: -1.112967 -14.628832 39.484801
H: -0.182318 -13.792244 40.316668
O: 1.364168 -17.514031 37.954159
H: 1.956881 -17.129703 38.641187
H: 1.352611 -16.850695 37.346846
O: -0.161898 -14.192894 36.825591
H: -0.959070 -13.789297 36.481903
H: -0.228937 -14.166826 37.799180
O: 5.203420 -13.575589 40.336351
H: 4.748355 -12.699045 40.304707
H: 6.119119 -13.359291 40.313816
O: 2.301448 -15.366939 39.551108
H: 2.749649 -14.902033 40.267939
H: 1.355059 -15.197383 39.563992
O: -1.035493 -17.696528 39.242420
H: -0.247276 -17.561316 38.677112
H: -1.389510 -18.475554 38.848513

Cartesian forces, eV/Å:
0.42 0.06 -0.07
-0.32 -0.28 -0.04
-0.01 0.23 0.06
-0.30 -0.45 -0.97
0.14 -0.36 0.50
0.22 0.76 0.24
0.81 1.96 -1.39
-0.19 0.07 -0.11
-0.54 -1.70 1.48
-0.16 -0.15 -0.31
-0.38 -0.61 0.05
0.09 0.66 0.71
0.61 -2.49 3.75
-0.54 -0.62 -0.46
0.05 3.05 -3.59
0.08 -0.04 0.32
-0.18 0.09 -0.01
0.12 0.18 -0.72
-1.85 0.91 0.18
0.57 -1.12 -0.12
1.23 0.14 -0.04
0.95 -0.32 -0.11
-0.25 -0.17 0.09
-0.44 0.17 0.39
0.36 0.91 0.08
0.22 0.09 0.31
-0.72 -0.96 -0.22

Q: Which of these has the highest charge?
A: C33H41N5P2Pt